[1]
This record from the OMol25 dataset describes a molecular structure, C20H23B2BrF4N5O4Sc in a non-equilibrium geometry. The level of theory is the ωB97M-V functional and the def2-TZVPD basis.

spin multiplicity: 1
charge: +2
highest occupied orbital energy: -15.376 eV

Last column: Mulliken charge in e.
Element x y z (Å)
Br 1.554 3.289 -1.934  -0.04
Sc 0.390 0.809 -0.416  0.13
F 0.914 -2.815 -0.445  -0.28
F 0.736 2.463 3.471  -0.28
F 1.535 0.393 2.825  -0.36
F -0.091 -2.667 -2.517  -0.27
O 1.709 -1.290 -2.064  -0.83
O 2.052 2.282 1.559  -0.77
O -0.496 -0.996 -1.004  -0.15
O -0.289 1.544 1.619  -0.63
N -0.539 1.594 -2.342  0.29
N -1.082 0.495 2.094  0.72
N -0.477 -0.903 0.397  0.64
N 2.244 1.372 0.559  0.56
N 2.072 -0.411 -1.100  0.59
C -0.912 -0.940 5.403  -0.43
C -3.207 0.846 -4.893  -1.45
C 4.484 -0.733 -1.488  -1.66
C 0.079 2.622 -2.921  0.42
C -0.860 -0.274 3.163  0.14
C -1.335 -2.271 5.043  -0.71
C 4.672 1.205 0.946  -1.66
C 3.390 0.886 0.278  0.42
C -0.888 -1.707 2.739  1.01
C -1.385 -2.656 3.757  -0.88
C -0.653 0.059 4.506  -0.99
C -0.289 3.169 -4.126  -0.81
C -2.046 1.512 -4.213  0.13
C -2.152 -2.829 0.700  -2.26
C 3.294 -0.137 -0.840  0.57
C -1.583 1.047 -2.992  -0.46
C -2.804 0.358 0.247  -1.39
C -1.676 -0.259 1.008  0.76
C -1.407 -1.679 1.296  0.41
C -1.376 2.597 -4.771  -0.37
B 1.131 1.666 2.480  1.19
B 0.594 -2.076 -1.539  0.96
H -1.700 2.998 -5.723  0.44
H -4.075 0.806 -4.235  0.35
H -0.862 -0.700 6.458  0.48
H -1.686 -3.654 3.467  0.50
H 5.075 0.299 1.405  0.36
H -2.528 1.319 -0.195  0.24
H -2.952 -0.176 -5.174  0.35
H 4.537 1.968 1.705  0.41
H -1.544 -3.732 0.758  0.48
H 0.251 4.006 -4.545  0.50
H 4.189 -1.428 -2.267  0.42
H -3.492 1.382 -5.795  0.41
H -3.631 0.541 0.931  0.41
H -1.617 -2.952 5.834  0.48
H -3.140 -0.316 -0.537  0.40
H -2.379 -2.647 -0.348  0.37
H -0.441 1.074 4.814  0.64
H 5.104 0.058 -1.917  0.37
H 5.403 1.542 0.209  0.42
H -2.033 0.186 -2.518  0.57
H 0.207 -1.892 2.693  0.32
H 5.092 -1.254 -0.746  0.37
H -3.083 -2.993 1.242  0.46

[2]
This record from the OMol25 dataset describes a molecular structure, C31H32N5O2Sc in a non-equilibrium geometry. The level of theory is the ωB97M-V functional and the def2-TZVPD basis.

spin multiplicity: 1
charge: +2
highest occupied orbital energy: -13.458 eV

Last column: Mulliken charge in e.
Element x y z (Å)
Sc 0.530 -0.882 -0.147  0.07
O -1.446 -0.361 0.066  -0.59
O 1.073 0.696 -1.329  -1.18
N -0.494 2.445 -2.592  0.21
N 0.706 -8.299 -0.643  -0.42
N -4.070 0.052 -1.701  -0.05
N 2.777 -0.791 0.308  0.17
N 0.517 -0.684 2.101  0.26
C 2.873 3.793 -2.057  -0.70
C 0.570 3.204 -2.546  -0.04
C 3.269 1.392 -0.725  0.76
C 1.089 -3.677 -1.915  -0.25
C 2.434 -2.273 2.251  -0.30
C -4.533 0.465 1.891  -0.66
C -1.813 2.778 -3.120  -0.90
C 1.831 2.832 -1.995  0.46
C 0.646 -5.731 -0.763  0.69
C 2.031 1.607 -1.320  0.63
C 3.595 0.164 0.004  -0.12
C 4.254 2.402 -0.732  -0.74
C -2.850 0.637 -2.322  -0.27
C 0.669 -7.158 -0.724  -0.23
C -4.075 0.601 3.183  -0.15
C -1.818 0.144 2.343  0.78
C -0.469 -0.220 2.766  -0.29
C 0.044 -5.037 0.270  -0.87
C -2.279 -0.017 0.993  0.82
C 5.081 4.762 -1.276  -1.57
C 1.695 -1.119 2.902  -1.15
C -5.036 0.986 4.283  -1.59
C 4.062 3.632 -1.380  0.01
C 0.548 -2.906 -0.876  0.15
C 3.361 -1.920 1.077  -0.99
C -4.415 0.010 -0.450  -0.36
C -2.871 2.183 -2.204  -0.36
C 0.045 -3.641 0.211  -0.03
C 1.186 -5.067 -1.887  -0.69
C -3.701 0.164 0.766  0.47
C -2.702 0.409 3.395  -0.72
H -0.352 -0.142 3.840  0.32
H 4.934 5.251 -0.325  0.34
H -4.838 -0.076 -2.348  0.36
H -5.349 2.042 4.162  0.33
H -3.862 2.579 -2.487  0.45
H 6.101 4.381 -1.353  0.39
H -1.919 3.851 -3.166  0.49
H -2.699 2.546 -1.174  0.21
H -0.388 1.521 -2.235  0.04
H -1.935 2.358 -4.110  0.28
H -5.604 0.550 1.751  0.45
H 1.505 -3.183 -2.769  0.49
H 4.374 -1.634 1.409  0.54
H -0.366 -3.146 1.090  0.53
H 0.481 4.199 -2.953  0.46
H 5.196 2.246 -0.216  0.46
H -2.868 0.365 -3.359  0.42
H -2.237 0.459 4.354  0.51
H 1.313 -1.389 3.884  0.66
H 2.339 -0.254 2.980  0.28
H -1.997 0.185 -1.826  -0.21
H -4.555 0.884 5.268  0.37
H 1.664 -5.674 -2.681  0.44
H 3.456 -2.725 0.336  0.26
H -5.471 -0.210 -0.353  0.47
H 3.062 -2.678 3.055  0.55
H -5.920 0.341 4.265  0.39
H -0.331 -5.535 1.161  0.44
H 2.694 4.732 -2.555  0.41
H 1.693 -2.991 1.982  -0.07
H 4.646 0.037 0.310  0.32
H 4.918 5.536 -2.041  0.38

[3]
This record from the OMol25 dataset describes C5H10O in the gas phase. The level of theory is the ωB97M-V functional and the def2-TZVPD basis.

spin multiplicity: 1
highest occupied orbital energy (spin up / spin down): -6.831 / -6.881 eV

Last column: Mulliken charge in e.
Element x y z (Å)
O -0.512 -0.202 1.212  -0.34
C -2.329 -1.104 -0.072  -1.00
C -1.619 -0.913 1.212  -0.07
C 1.102 1.124 -0.006  -0.22
C 0.225 -0.066 0.136  -0.45
C 2.449 0.783 -0.645  -1.15
H 3.053 0.167 0.029  0.30
H -2.104 -0.209 -0.695  0.35
H -2.070 -0.997 2.191  0.41
H 2.302 0.217 -1.574  0.31
H -3.409 -1.173 0.101  0.29
H -2.036 -1.965 -0.694  0.26
H 0.593 1.871 -0.640  0.21
H 3.009 1.689 -0.897  0.34
H 0.121 -0.820 -0.633  0.50
H 1.224 1.597 0.976  0.26

[4]
This record from the OMol25 dataset describes C26H37NO2 in the gas phase. The level of theory is the ωB97M-V functional and the def2-TZVPD basis.

SMILES: CCCCC/C=C\C/C=C\C/C=C\C/C=C\CCCC(=O)Nc1ccc(O)cc1
spin multiplicity: 1
highest occupied orbital energy: -8.037 eV

Last column: Mulliken charge in e.
Element x y z (Å)
O -3.421 -2.021 -0.053  -0.65
O 2.688 -2.961 -2.244  -0.56
N -2.399 -0.816 -1.697  0.02
C 3.664 0.080 -1.067  0.78
C -3.550 1.510 0.477  0.69
C -0.248 -2.139 2.738  0.34
C 1.430 -2.473 -2.075  0.64
C -0.715 -2.450 -0.977  -0.44
C 1.006 -1.441 -2.908  -0.55
C 1.372 3.335 -0.096  -0.63
C 3.646 2.583 -0.659  -0.53
C 1.447 -0.195 2.790  -1.29
C -1.134 -1.408 -1.796  -0.12
C 3.030 -1.110 1.042  -0.16
C 0.962 -1.502 3.423  -1.00
C 1.812 -0.281 1.306  2.15
C -0.624 1.852 -0.591  2.56
C -0.261 -0.916 -2.766  -0.53
C -3.106 2.347 -0.682  -0.79
C -4.637 -0.211 -1.054  -0.81
C 0.158 2.882 0.173  -0.51
C 0.558 -2.971 -1.116  -0.37
C -3.435 -1.124 -0.868  0.48
C -4.812 0.698 0.168  -0.95
C -1.870 2.483 -1.142  -0.71
C 4.225 1.394 -0.606  -0.58
C 3.840 -0.960 0.006  -0.96
C 2.286 2.910 -1.209  -0.32
C -1.485 -1.251 2.738  -0.83
H -0.872 1.030 0.082  -1.09
H -2.302 -1.740 2.212  0.28
H 1.876 2.066 -1.760  0.07
H -5.523 -0.841 -1.153  0.40
H 5.217 1.321 -0.178  0.38
H 1.980 0.733 0.937  -0.46
H 4.204 -0.242 -1.962  0.69
H -2.526 -0.020 -2.306  0.25
H 0.711 -1.297 4.467  0.40
H -0.029 1.449 -1.411  -0.52
H -5.048 0.079 1.035  0.46
H 2.392 3.749 -1.906  0.48
H 1.682 -1.067 -3.660  0.44
H 2.609 0.171 -1.321  -1.19
H 1.796 4.093 0.552  0.35
H -0.584 -0.117 -3.419  0.38
H -2.760 0.829 0.791  -1.05
H -1.280 -0.306 2.240  -0.04
H -5.653 1.371 -0.011  0.40
H -0.483 -3.072 3.256  0.47
H -0.376 3.291 1.021  0.39
H -1.805 -1.037 3.756  0.42
H -1.694 3.148 -1.980  0.41
H 3.239 -1.888 1.765  0.22
H 0.675 0.568 2.909  0.34
H 2.324 0.151 3.344  0.46
H -1.391 -2.848 -0.239  0.57
H -4.534 0.392 -1.958  0.33
H 2.872 -3.625 -1.568  0.32
H 0.970 -0.693 0.741  -0.73
H 1.778 -2.229 3.425  0.34
H 0.879 -3.777 -0.469  0.14
H 4.178 3.439 -0.261  0.35
H -3.905 2.895 -1.167  0.44
H 0.011 -2.395 1.711  -0.46
H -3.766 2.172 1.322  0.53
H 4.710 -1.596 -0.092  0.45

[5]
This record from the OMol25 dataset describes 2 unconnected molecules or ions with the total composition C4H14NOS in a non-equilibrium geometry. The level of theory is the ωB97M-V functional and the def2-TZVPD basis.

spin multiplicity: 1
charge: +1
highest occupied orbital energy: -12.998 eV

Last column: Mulliken charge in e.
Element x y z (Å)
S 0.141 -1.271 2.678  -0.22
O -2.272 -0.520 -2.915  -0.64
N -0.977 0.074 -0.100  -0.32
C 1.204 0.664 0.863  -0.79
C 0.593 0.449 2.259  -0.83
C 0.565 -0.236 -0.218  0.20
C 1.021 0.074 -1.622  -1.30
H 1.413 1.092 -1.653  0.35
H 1.121 1.716 0.593  0.41
H -3.075 -0.308 -2.431  0.33
H 1.686 -0.654 -2.074  0.36
H -1.291 0.423 -1.015  0.29
H -1.183 0.895 0.484  0.33
H 1.392 0.665 2.952  0.45
H -1.583 -0.676 0.225  0.36
H 2.259 0.388 0.888  0.39
H -0.198 1.157 2.488  0.39
H 0.194 0.043 -2.347  0.36
H -2.315 -1.466 -3.104  0.34
H 0.588 -1.254 0.165  0.39
H 0.716 -1.255 3.882  0.18

[6]
This record from the OMol25 dataset describes a molecular structure, C31H33BMgN9S3. The level of theory is the ωB97M-V functional and the def2-TZVPD basis.

spin multiplicity: 1
charge: -1
highest occupied orbital energy: -4.249 eV

Last column: Mulliken charge in e.
Element x y z (Å)
S 4.130 -5.861 -0.921  -0.41
S 0.407 -2.409 -3.695  -0.41
S 2.893 -3.728 -2.651  -0.13
Mg -0.281 1.258 -0.684  0.88
N -1.969 0.668 1.652  1.10
N 1.497 -5.394 -1.455  0.63
N -0.675 2.857 1.706  1.05
N -2.706 2.606 0.224  0.91
N 0.551 -4.569 -2.064  -0.80
N 0.116 2.982 0.604  -0.70
N -1.165 0.024 0.768  -0.61
N -2.170 2.166 -0.950  -0.65
N 7.075 4.256 -2.335  -0.60
C 4.030 2.677 -3.070  -0.72
C 1.112 3.961 2.349  -1.18
C -0.690 -7.234 0.879  -0.65
C -2.926 2.628 -1.936  0.61
C 2.215 4.139 0.000  -0.95
C -0.155 -8.513 0.817  -0.42
C 6.149 3.582 -2.211  0.00
C 4.995 2.747 -2.061  0.61
C -2.129 -1.478 2.098  -1.63
C 3.689 1.204 -0.752  -0.09
C -3.976 3.389 -1.401  -1.22
C 2.806 -5.107 -1.610  0.25
C -0.134 -6.207 0.132  0.13
C 0.963 -6.460 -0.681  0.03
C 0.934 -8.760 -0.009  -0.59
C -4.618 3.985 1.042  -1.36
C 4.814 1.985 -0.903  -0.89
C 1.468 0.364 -1.546  -1.43
C 2.910 1.891 -2.910  -0.22
C -0.702 3.412 4.133  -1.30
C 2.686 1.143 -1.738  0.35
C -1.259 -1.279 1.012  0.41
C -2.558 -0.220 2.472  1.17
C -0.088 3.422 2.773  0.73
C 1.124 -3.628 -2.757  0.11
C -2.605 2.319 -3.361  -1.34
C -3.798 3.350 -0.031  0.94
C 1.493 -7.740 -0.763  -0.45
C -3.509 0.172 3.554  -1.30
C 1.195 3.669 0.981  0.50
C -0.558 -2.296 0.172  -0.55
B -2.084 2.208 1.587  -0.58
H -2.393 3.231 -3.920  0.30
H -1.675 3.904 4.134  0.24
H -4.762 3.895 -1.936  0.47
H 3.566 0.618 0.151  0.41
H -3.024 0.796 4.306  0.22
H -0.051 3.930 4.835  0.37
H -1.253 -3.086 -0.110  0.34
H -1.545 -7.031 1.513  0.35
H -0.546 -5.208 0.155  0.30
H -5.448 4.529 0.594  0.36
H 1.161 -0.154 -2.456  0.30
H 5.568 2.016 -0.126  0.43
H -2.783 2.591 2.480  -0.17
H 2.251 3.498 -0.878  -0.01
H 2.171 1.844 -3.702  0.41
H 4.173 3.248 -3.979  0.43
H -0.588 -9.314 1.402  0.36
H 1.630 -0.399 -0.776  0.42
H -3.440 1.815 -3.848  0.34
H -0.846 2.391 4.491  0.19
H 1.827 4.501 2.947  0.48
H -1.736 1.665 -3.429  0.22
H -3.891 -0.722 4.044  0.35
H 1.967 5.151 -0.328  0.30
H 0.274 -2.748 0.712  0.31
H -5.023 3.239 1.726  0.22
H -2.425 -2.416 2.538  0.50
H -4.024 4.685 1.631  0.27
H 2.342 -7.925 -1.403  0.39
H -0.185 -1.865 -0.757  -0.31
H 1.352 -9.756 -0.073  0.35
H -4.355 0.734 3.156  0.24
H 3.208 4.164 0.445  0.37

Here are the calculated energy above the lowest of the compared OMol25 structures with the same formula, charge and spin numbers, same order: 142.8, 16.1, 339.2, 0.0, 87.0, 57.9 (kJ/mol).